No. 1
The following is a quantum chemistry calculation of a structure of composition C24H26N10O3Rb in a non-equilibrium geometry, from OMol25.

Cartesian coordinates (Å):
1 Rb -0.44 -0.14 -0.63
2 C -1.59 1.12 -3.79
3 C -2.01 2.30 -2.97
4 C -2.91 3.22 -3.50
5 C -3.26 4.31 -2.73
6 C -2.70 4.45 -1.47
7 C -1.81 3.48 -1.01
8 N -1.49 2.43 -1.76
9 C -1.13 3.60 0.31
10 C -1.28 4.75 1.09
11 C -0.56 4.86 2.26
12 C 0.28 3.83 2.63
13 C 0.34 2.69 1.82
14 N -0.35 2.59 0.69
15 C 1.23 1.57 2.23
16 C 1.60 1.42 3.57
17 C 2.54 0.46 3.90
18 C 3.07 -0.33 2.90
19 C 2.60 -0.16 1.60
20 C 3.14 -1.02 0.49
21 N 1.71 0.77 1.28
22 H -1.60 1.37 -4.85
23 H -2.29 0.30 -3.63
24 H -0.59 0.81 -3.49
25 H -3.31 3.08 -4.49
26 H -3.94 5.06 -3.11
27 H -2.97 5.31 -0.88
28 H -1.93 5.55 0.80
29 H -0.66 5.74 2.88
30 H 0.89 3.92 3.52
31 H 1.16 2.02 4.35
32 H 2.87 0.34 4.93
33 H 3.83 -1.07 3.12
34 H 3.37 -2.01 0.87
35 H 4.06 -0.58 0.12
36 H 2.42 -1.07 -0.33
37 N 2.75 -0.40 -3.01
38 N 2.28 -1.17 -4.07
39 C 1.07 -1.77 -4.02
40 N 0.66 -2.42 -5.11
41 N 0.40 -1.66 -2.89
42 N -0.79 -2.19 -2.74
43 O -1.35 -2.76 -3.65
44 O -1.28 -2.08 -1.65
45 H 2.75 0.59 -3.25
46 H 3.70 -0.69 -2.77
47 H 2.77 -1.14 -4.96
48 H 1.26 -2.54 -5.91
49 H -0.25 -2.87 -5.06
50 N 1.29 -5.17 2.37
51 C 0.06 -5.16 2.95
52 O -0.40 -6.15 3.48
53 C -0.72 -3.89 2.85
54 C -1.85 -3.75 3.66
55 C -2.60 -2.60 3.56
56 C -2.20 -1.62 2.68
57 N -1.13 -1.73 1.90
58 C -0.42 -2.84 1.98
59 H 1.82 -6.02 2.46
60 H 1.76 -4.33 2.09
61 H -2.10 -4.55 4.35
62 H -3.49 -2.47 4.16
63 H -2.75 -0.69 2.59
64 H 0.42 -2.90 1.30

Summary:
Electronic energy, Eh: -1727.3178
Max |F|, Eh/bohr: 0.0589
Charge: +1
Energy relative to the best compared isomer or geometry (same formula, charge and spin), kJ/mol: 97.81
2S+1: 1

***

No. 2
The following is a quantum chemistry calculation of the ion C4H8N2 with charge +2 in a non-equilibrium geometry, from OMol25.

Cartesian coordinates (Å):
1 C -1.65 -1.62 1.27
2 C 0.16 -0.39 -0.40
3 C 0.36 -1.22 -1.52
4 C 0.28 1.40 1.28
5 N -0.86 -1.05 0.69
6 N 0.57 0.77 -0.01
7 H -2.48 -1.86 1.94
8 H -0.39 -1.85 -1.93
9 H 1.08 -1.94 -1.33
10 H 0.75 -0.35 -2.25
11 H 1.14 1.79 1.88
12 H -0.32 0.66 1.97
13 H -0.35 2.32 1.18
14 H 0.92 1.52 -0.61

Summary:
Electronic energy, Eh: -265.7417
Max |F|, Eh/bohr: 0.2224
Charge: +2
Expectation value of S²: 2.01
Energy relative to the best compared isomer or geometry (same formula, charge and spin), kJ/mol: 274.38
2S+1: 3

***

No. 3
The following is a quantum chemistry calculation of a structure of composition C20H32KN2O9S5, from OMol25.

Cartesian coordinates (Å):
1 K -0.36 0.00 -0.55
2 C 3.75 0.72 1.67
3 N 3.19 -0.28 0.77
4 C 2.53 -1.41 1.42
5 C 2.80 0.03 -0.49
6 O 2.10 -0.72 -1.16
7 C 3.27 1.38 -1.03
8 O 2.67 1.73 -2.25
9 C 1.71 2.76 -2.18
10 C 0.36 2.35 -2.74
11 O 0.14 1.19 -3.08
12 N -0.56 3.33 -2.83
13 C -1.94 2.98 -3.12
14 C -0.38 4.64 -2.21
15 H 4.19 0.20 2.52
16 H 2.98 1.40 2.02
17 H 4.55 1.28 1.18
18 H 1.59 -1.10 1.89
19 H 3.19 -1.81 2.19
20 H 2.32 -2.18 0.68
21 H 4.35 1.33 -1.19
22 H 3.08 2.14 -0.27
23 H 2.10 3.63 -2.73
24 H 1.53 3.08 -1.14
25 H -1.97 1.97 -3.50
26 H -2.35 3.67 -3.86
27 H -2.53 3.03 -2.20
28 H 0.61 5.04 -2.41
29 H -0.52 4.59 -1.13
30 H -1.11 5.33 -2.64
31 C -1.05 -3.54 0.78
32 C -2.21 -3.39 -0.21
33 S -1.94 -2.38 -1.69
34 C -0.96 -3.34 -2.89
35 C 0.55 -3.14 -2.88
36 S 1.48 -3.77 -1.46
37 C 1.01 -5.52 -1.43
38 C -0.28 -5.87 -0.68
39 S -0.44 -5.23 1.00
40 H -1.38 -3.25 1.78
41 H -0.22 -2.88 0.52
42 H -3.00 -2.81 0.27
43 H -2.65 -4.35 -0.48
44 H -1.34 -3.00 -3.85
45 H -1.23 -4.40 -2.82
46 H 0.79 -2.07 -2.89
47 H 0.96 -3.58 -3.79
48 H 1.85 -6.01 -0.93
49 H 0.97 -5.91 -2.45
50 H -0.32 -6.96 -0.56
51 H -1.16 -5.60 -1.25
52 O -0.42 -0.77 3.10
53 S -1.77 -0.41 2.70
54 O -1.98 -0.49 1.26
55 O -2.81 -1.09 3.46
56 C -1.93 1.35 3.17
57 C -2.71 1.52 4.31
58 C -2.92 2.76 4.90
59 C -2.35 3.88 4.33
60 C -1.57 3.74 3.19
61 C -1.35 2.50 2.59
62 S -0.34 2.66 1.08
63 O -1.23 2.44 -0.06
64 O 0.18 4.02 1.11
65 O 0.73 1.66 1.14
66 H -3.15 0.64 4.74
67 H -3.54 2.83 5.78
68 H -2.48 4.87 4.75
69 H -1.12 4.60 2.74

Summary:
Electronic energy, Eh: -4159.0451
Max |F|, Eh/bohr: 0.0093
Charge: -1
Energy relative to the best compared isomer or geometry (same formula, charge and spin), kJ/mol: 12.00
2S+1: 1

***

> Which of these has the lowest charge?

C20H32KN2O9S5

***

> 2S+1 of number 1 (C24H26N10O3Rb)?

1